The following is a DFT calculation (ωB97M-V with the def2-TZVPD basis set) of a cluster of 2 separate species, C4H13N in total.

The value obtained for the total energy is -214.919889 Eh.

Element x y z (Å)
C -1.00 -0.66 4.02
C -0.18 0.64 3.79
H -1.57 -1.06 3.19
H -0.35 -1.56 4.14
H -1.54 -0.57 5.02
H 0.55 0.43 2.99
H 0.45 0.86 4.65
H -0.72 1.56 3.55
C 0.82 1.12 -3.20
C 0.11 -0.13 -2.75
N 0.08 -1.11 -3.85
H 1.87 0.87 -3.47
H 0.98 1.77 -2.35
H 0.29 1.58 -4.06
H -0.94 0.07 -2.50
H 0.63 -0.39 -1.80
H -0.51 -1.86 -3.50
H 1.01 -1.55 -3.87

These are the Mulliken partial charges, in e, on atoms 1 to 8: -0.792 -0.775 0.304 0.253 0.231 0.239 0.263 0.276